Formula: C63H134N7O24
Source: OMol25
Level of theory: ωB97M-V/def2-TZVPD

XYZ file:
```
228
Properties=species:S:1:pos:R:3:forces:R:3:lowdin_charge:R:1
C 9.51918 20.36256 20.28700 -0.369 0.034 0.076 -0.108
O 10.91555 20.28409 20.15457 1.340 0.597 -0.223 -0.238
C 11.41481 20.66078 18.84100 0.076 -0.695 0.538 -0.165
C 11.28369 19.43678 17.89194 -1.223 2.233 -0.673 -0.117
N 12.16229 18.36993 18.35801 0.607 -2.378 0.330 0.038
H 12.38536 17.72263 17.57124 -0.017 0.855 0.469 0.169
H 13.07518 18.63673 18.83162 0.161 0.722 -0.745 0.093
C 11.60530 17.43601 19.41505 -0.246 -0.562 -0.523 -0.066
C 10.84729 16.26506 18.68268 1.343 -0.056 -0.904 -0.164
O 10.42909 16.61040 17.33130 -1.102 -0.087 1.480 -0.228
C 8.99279 16.98845 17.19516 2.661 0.251 -0.160 -0.023
H 9.07359 21.17928 19.66907 0.231 -0.780 0.161 0.107
H 9.30672 20.59497 21.34139 0.016 -0.201 -0.279 0.091
H 9.10816 19.35756 20.05261 -0.392 0.667 -0.043 0.081
H 12.49856 20.95773 18.94173 -1.003 -0.275 0.111 0.128
H 10.78470 21.49084 18.52352 0.425 -0.143 -0.603 0.077
H 11.42577 19.72050 16.79523 0.091 -0.402 1.355 0.130
H 10.21278 19.13854 17.92748 0.856 -0.101 -0.001 0.116
H 10.96646 18.02436 20.06451 0.112 0.010 0.040 0.102
H 12.49300 17.04711 19.99620 -1.086 0.343 -0.581 0.147
H 10.09999 15.81793 19.36264 -0.023 0.266 -0.636 0.132
H 11.61796 15.50683 18.44990 -0.354 0.052 0.494 0.099
H 8.70975 17.37016 18.14776 -0.691 0.395 0.713 0.061
H 8.44082 16.09153 16.95521 -0.308 0.081 -0.408 0.086
H 9.04351 17.81663 16.46796 -0.682 -0.643 0.023 0.099
C 13.12006 22.86372 15.93110 -0.577 0.410 1.339 -0.072
O 14.37874 22.38062 16.38200 0.654 0.323 0.335 -0.219
C 14.64104 21.03119 16.01238 -0.193 0.396 1.007 -0.177
C 15.94245 20.49118 16.61515 -0.518 -0.049 -0.697 -0.086
N 17.18727 21.00096 15.95304 0.547 0.104 0.230 0.056
H 17.88030 20.21946 15.95390 -0.317 0.338 0.264 0.115
H 16.94368 21.28304 14.97030 -0.119 -0.159 -0.058 0.088
C 17.88218 22.24547 16.53057 -0.386 -2.622 1.739 -0.076
C 18.98708 22.69137 15.61264 -0.794 1.771 0.848 -0.248
O 20.19800 22.03216 15.71545 0.655 -0.740 -0.357 -0.194
C 20.47966 20.86894 14.84870 -0.227 0.646 1.016 -0.020
H 13.14989 22.93710 14.85554 -0.408 0.040 -0.461 0.087
H 12.97328 23.87720 16.39892 0.310 -0.810 -0.677 0.089
H 12.23974 22.26806 16.31255 0.885 0.190 -0.603 0.091
H 14.65630 20.91482 14.93383 -0.186 -0.073 -0.279 0.119
H 13.82074 20.48198 16.49019 0.087 -0.598 -0.410 0.116
H 15.88503 19.40015 16.43761 0.331 0.494 0.319 0.125
H 15.98571 20.68489 17.67814 0.109 -0.041 0.286 0.120
H 18.18848 22.00157 17.62045 -0.214 0.442 -1.852 0.151
H 17.11294 22.98121 16.57472 -0.577 0.740 0.017 0.105
H 19.07721 23.76652 16.01082 0.670 -1.240 -0.938 0.149
H 18.54018 22.71911 14.60506 0.519 -0.016 -0.024 0.107
H 21.58320 20.90117 14.74224 -0.713 -0.090 -0.263 0.086
H 19.95022 21.00881 13.87443 0.423 -0.374 0.661 0.097
H 20.22734 19.93341 15.42438 -0.016 0.779 -0.827 0.073
C 24.27114 23.25211 16.42067 -0.153 -0.464 -0.644 -0.105
C 23.94271 21.90117 17.10147 0.445 0.018 1.667 -0.242
C 22.80128 22.05945 18.16481 -0.869 0.387 -0.978 -0.180
C 22.54765 20.71838 18.84296 -0.089 1.659 0.291 -0.124
N 21.58181 20.81041 20.03527 3.109 -1.273 -0.822 -0.239
C 21.52196 19.35731 20.60480 -0.503 1.596 0.294 -0.050
C 20.12977 19.32068 21.21912 0.131 1.672 1.485 -0.130
C 19.37270 20.56797 20.66514 -0.461 -0.504 0.039 -0.121
C 20.25080 21.07973 19.54891 -1.153 -0.361 0.080 -0.144
C 22.08785 21.75604 21.10894 0.005 1.597 -2.168 0.042
H 25.18280 23.24586 15.77431 -0.831 -0.306 0.338 0.077
H 24.48513 23.97081 17.19405 -0.042 0.423 0.318 0.056
H 23.39017 23.63070 15.82809 0.887 -0.443 0.546 0.086
H 24.81090 21.44502 17.68416 -0.587 0.891 -0.853 0.122
H 23.67188 21.11142 16.41127 -0.215 -0.004 -0.410 0.089
H 21.84958 22.32753 17.62941 0.822 0.012 0.385 0.116
H 22.99260 22.88253 18.88311 0.162 -0.494 -0.392 0.120
H 23.46765 20.35175 19.24203 0.651 -0.514 0.334 0.121
H 22.14351 20.04759 18.09594 -0.275 -0.483 0.230 0.112
H 22.28179 19.26339 21.38741 0.168 -0.097 -0.591 0.133
H 21.66647 18.73568 19.72854 -0.115 -0.434 0.178 0.116
H 20.18352 19.37374 22.34275 -0.075 -0.202 -1.091 0.130
H 19.60126 18.47765 20.91386 -0.612 -1.598 -0.256 0.064
H 19.19370 21.33115 21.42457 0.178 0.007 -0.020 0.114
H 18.39756 20.29836 20.25709 -0.046 -0.091 0.086 0.106
H 20.12282 22.12501 19.41118 -0.070 1.044 -0.431 0.100
H 20.11372 20.51140 18.60996 0.050 0.340 0.465 0.130
H 21.82720 22.85664 20.88996 0.272 -1.718 0.024 0.108
H 23.15677 21.60198 21.24027 -0.016 -0.025 -0.170 0.110
H 21.59209 21.45269 21.96277 -0.967 -0.390 1.983 0.067
C 13.67823 13.28884 17.83013 -1.175 0.510 -0.271 -0.100
C 13.93095 14.16768 16.61836 0.812 0.848 0.008 -0.234
C 15.45412 14.38974 16.48097 -0.706 -0.755 0.048 -0.215
C 15.79008 15.55368 15.61450 1.615 -0.080 0.031 -0.095
N 17.34087 15.59166 15.45981 -0.208 1.742 -0.196 -0.230
C 17.68283 16.81124 14.60071 0.160 -0.603 -0.165 -0.103
C 19.09857 16.51926 14.11022 0.650 0.051 -1.438 -0.132
C 19.39584 15.00087 14.37545 -1.288 0.388 -0.775 -0.114
C 17.97431 14.49205 14.70741 -0.153 -1.598 -1.204 -0.142
C 18.09888 15.91421 16.75580 -1.678 0.330 -0.039 0.035
H 12.63671 13.33200 18.18220 0.062 -0.427 -0.532 0.069
H 14.18604 13.76408 18.63818 0.831 -0.094 0.799 0.062
H 13.99772 12.26376 17.65860 0.021 -0.012 0.240 0.083
H 13.48673 15.18059 16.73922 -0.011 -0.624 0.028 0.106
H 13.57001 13.75374 15.68494 -0.356 -0.138 -0.139 0.108
H 15.94367 13.49018 16.11505 -0.153 -0.302 -0.259 0.112
H 15.87167 14.52378 17.46528 0.109 0.398 0.472 0.106
H 15.56580 16.47998 16.17378 -0.190 -0.263 -0.778 0.108
H 15.37154 15.46194 14.58012 0.331 0.344 0.893 0.152
H 17.71792 17.67932 15.24496 -0.515 0.190 0.098 0.101
H 16.92683 16.88648 13.81638 0.191 0.082 0.059 0.132
H 19.79670 17.19305 14.59939 0.187 -0.139 0.186 0.104
H 19.18844 16.76399 13.01856 -0.163 -0.338 0.926 0.130
H 20.06168 14.82613 15.21690 0.107 0.080 -0.118 0.112
H 19.76360 14.49105 13.46597 -0.014 0.249 0.620 0.121
H 17.95237 13.50690 15.18327 0.168 0.490 0.770 0.125
H 17.35802 14.23363 13.79272 0.602 1.025 0.650 0.155
H 19.00410 16.46219 16.51612 -0.021 -0.429 -0.020 0.081
H 18.27482 15.01779 17.29841 0.294 -0.796 0.368 0.110
H 17.43200 16.57092 17.34745 0.375 -0.433 -0.458 0.088
C 10.88528 18.90090 10.83440 -0.301 0.028 -0.153 -0.100
C 11.61393 19.96327 11.62816 0.953 -0.054 -0.617 -0.225
C 12.94684 20.38865 10.94533 -1.279 0.786 0.212 -0.139
C 12.66530 21.05712 9.58566 0.472 0.743 0.553 -0.109
N 13.63445 20.67860 8.52161 -0.083 -1.690 -0.772 -0.240
C 13.49172 19.22093 8.07770 -0.496 -0.472 -0.276 -0.101
C 14.89315 18.84294 7.66413 -0.731 0.197 -0.699 -0.157
C 15.77256 19.54360 8.63789 1.419 -0.508 1.560 -0.152
C 15.09718 20.85384 8.90485 -0.785 -0.606 0.419 -0.081
C 13.32777 21.44557 7.30454 -0.439 0.636 0.008 0.017
H 9.91661 18.61632 11.24792 0.021 0.250 0.052 0.081
H 11.48205 18.02301 10.84806 0.541 -1.135 -0.184 0.055
H 10.73132 19.18011 9.77053 0.015 -0.081 0.650 0.072
H 11.72422 19.78734 12.69701 0.252 -0.647 -0.075 0.109
H 11.00009 20.80190 11.63444 -1.201 1.893 -0.050 0.080
H 13.58974 19.54216 10.85813 0.617 -0.705 -0.127 0.097
H 13.45107 21.13513 11.55714 0.148 -0.140 0.141 0.114
H 12.77147 22.16408 9.64992 -0.265 -0.561 0.128 0.128
H 11.69946 20.80252 9.16115 -0.177 0.009 0.167 0.114
H 12.73406 19.07306 7.26176 0.677 0.727 0.679 0.154
H 13.15065 18.54841 8.85762 0.038 0.434 0.644 0.120
H 15.08029 19.26781 6.69034 0.141 -0.123 -0.597 0.112
H 14.91560 17.77666 7.59706 0.585 -0.688 -0.009 0.120
H 16.77574 19.77610 8.30176 0.188 -0.208 -0.590 0.123
H 15.98353 18.99814 9.57363 -0.632 -0.023 -0.204 0.124
H 15.54188 21.59709 8.29611 -0.011 1.011 -0.546 0.118
H 15.13319 21.14643 9.93094 0.116 0.381 0.615 0.103
H 13.71831 22.42126 7.47490 0.381 0.964 -0.140 0.085
H 12.23491 21.57790 7.29030 0.419 -0.427 -0.671 0.125
H 13.80820 20.96345 6.44212 -0.532 0.309 0.192 0.118
C 15.44017 22.88911 20.25733 -0.554 -1.343 -0.465 0.045
C 15.42036 24.29872 20.77662 0.767 0.244 0.877 -0.485
C 15.67056 25.38730 19.72684 -1.298 -0.526 -0.339 -0.072
C 14.68408 25.42674 18.51132 -0.472 -0.636 1.988 -0.091
C 13.28029 24.97194 19.01636 1.511 -1.320 -1.278 -0.142
C 12.99913 25.04311 20.47352 -0.390 1.208 0.456 -0.422
N 14.07960 24.34665 21.23892 -3.877 -1.646 4.931 0.003
O 13.69755 23.79027 22.31843 2.209 2.244 -4.374 0.180
C 11.65878 24.40017 20.79460 -0.013 0.421 0.720 0.004
C 13.10726 26.52452 21.04120 -0.934 -0.807 -0.619 0.054
C 16.39515 24.46492 21.93814 0.446 1.351 0.244 0.022
H 16.43537 22.82988 19.90646 1.157 -0.403 -0.933 0.080
H 14.70104 22.82478 19.44212 0.536 -0.614 0.188 0.095
H 15.31296 22.09212 21.02570 -0.236 0.810 -0.460 0.128
H 16.69411 25.23857 19.47191 0.904 0.177 -0.429 0.093
H 15.55324 26.24992 20.33951 0.364 1.168 -0.032 0.101
H 14.98515 24.70755 17.76710 0.242 -0.028 -0.463 0.090
H 14.55618 26.40992 18.08326 0.569 0.320 -0.095 0.109
H 13.18376 23.92305 18.72349 -0.209 -0.084 0.050 0.102
H 12.51486 25.44331 18.45503 -0.902 0.728 -0.216 0.125
H 10.85992 24.84774 20.20307 0.278 -0.213 -0.404 0.113
H 11.39774 24.65796 21.81072 -0.094 -0.200 0.429 0.087
H 11.69588 23.31297 20.71276 -0.127 0.081 -0.238 0.097
H 13.46295 26.47382 22.03454 0.532 0.170 1.150 0.083
H 12.12936 27.00058 21.10813 -0.175 -0.320 -0.265 0.106
H 13.73567 27.14990 20.44337 0.401 0.239 -0.318 0.079
H 16.23491 23.82309 22.78352 -0.140 -0.676 0.056 0.088
H 16.34848 25.49054 22.34232 -0.242 -0.192 -0.233 0.110
H 17.41664 24.41627 21.55602 -0.255 -0.406 -0.063 0.076
C 15.64457 24.94220 13.66077 -0.028 1.463 1.469 0.048
C 16.78271 25.85888 13.07720 -1.268 0.895 0.039 -0.441
C 16.94835 25.87961 11.57183 -1.087 -0.217 -0.151 -0.086
C 15.81225 26.61301 10.78161 -0.194 0.212 -0.355 -0.145
C 15.57631 28.03193 11.29728 -0.117 0.810 -0.034 -0.123
C 15.34290 28.17049 12.85480 -0.628 -0.809 -1.417 -0.425
N 16.27301 27.18185 13.55306 0.082 1.520 6.048 0.056
O 16.40899 27.40008 14.80851 -0.265 -0.433 -5.595 0.131
C 13.94912 27.71670 13.32776 -0.950 0.278 1.130 -0.007
C 15.59750 29.59385 13.29731 1.447 -0.253 -0.500 -0.020
C 18.03223 25.56352 13.83612 -0.801 -0.545 1.321 -0.007
H 14.68120 25.16996 13.23309 -0.207 -0.158 -0.313 0.074
H 15.60686 25.28340 14.76746 -0.035 -1.311 -1.606 0.120
H 15.90112 23.91284 13.45953 0.142 -0.376 0.096 0.070
H 16.97424 24.81155 11.31144 0.130 0.326 -0.271 0.113
H 17.91955 26.34657 11.45064 0.189 0.148 -0.717 0.126
H 14.79088 26.15305 10.80741 1.173 -0.469 0.046 0.120
H 16.07807 26.70454 9.68255 -0.234 -0.345 1.340 0.143
H 14.74610 28.49537 10.67270 0.690 -0.454 1.252 0.155
H 16.44349 28.67192 11.10162 0.090 -0.111 -0.098 0.113
H 13.90504 27.57895 14.45019 0.344 -0.265 -1.248 0.114
H 13.55136 26.85508 12.78726 0.196 0.038 0.219 0.088
H 13.22428 28.53299 13.20488 0.377 -0.014 -0.475 0.102
H 16.62510 29.86722 13.02864 -0.135 0.063 -0.009 0.101
H 15.51524 29.74407 14.34714 -0.415 0.065 0.823 0.078
H 14.94114 30.24543 12.74148 -0.312 0.101 -0.062 0.104
H 18.26834 24.57478 13.53669 0.890 -0.836 -0.715 0.084
H 17.74708 25.39743 14.88679 0.465 0.528 -0.221 0.087
H 18.82310 26.28450 13.72825 0.347 0.131 -0.135 0.108
O 9.49784 22.68511 14.75156 0.096 -0.161 0.484 0.009
C 9.71855 21.67566 15.71716 2.350 -1.867 -2.335 -0.755
O 10.10935 20.54904 15.16808 -1.049 2.041 1.470 -0.132
O 9.72447 22.00858 16.90076 -0.824 0.081 -0.137 -0.036
H 9.90207 22.33578 13.93797 -0.477 -0.109 0.441 0.079
O 16.47279 17.69248 20.02772 -1.561 1.120 -0.068 0.011
C 15.36387 17.96421 19.13989 0.674 -0.534 -0.014 -0.700
O 14.54292 18.83328 19.54378 0.552 -0.563 -0.093 -0.040
O 15.38203 17.28378 18.10269 -0.304 0.543 0.622 -0.006
H 16.25823 18.26684 20.79650 0.426 -0.506 -0.482 0.114
O 17.74642 21.48377 11.71519 -1.226 -0.623 0.934 -0.053
C 16.69365 20.98856 12.69834 2.631 1.455 -3.139 -0.689
O 16.50281 21.90166 13.52765 -0.636 -1.219 0.644 -0.057
O 16.33025 19.85491 12.40400 -0.875 0.282 1.323 0.005
H 17.62547 20.85854 10.98812 0.329 0.066 0.118 0.045
O 15.82693 24.17506 8.68614 1.438 -0.242 -1.257 0.052
C 14.93113 23.83665 9.64469 -1.605 1.683 0.750 -0.910
O 15.40310 23.46202 10.71870 0.496 -1.120 1.084 -0.026
O 13.75016 24.11664 9.37106 -0.380 -0.672 -0.440 -0.033
H 16.68069 23.90826 9.06250 -0.094 0.121 -0.179 0.108
O 19.06752 17.68660 18.85740 -1.095 0.233 0.284 0.015
C 19.40301 18.35105 17.67524 0.890 -0.746 0.513 -0.806
O 18.48191 18.82495 16.97376 -0.407 0.401 0.104 -0.056
O 20.62623 18.30790 17.43674 -0.601 0.382 -0.031 -0.015
H 18.09967 17.71460 19.14210 1.266 0.295 -0.844 0.085
O 18.97788 25.95387 20.76993 1.514 0.828 1.086 0.005
C 19.43524 24.80316 20.13109 3.357 0.272 1.595 -0.836
O 20.64627 24.50508 20.35244 -0.608 0.419 0.029 -0.068
O 18.63886 24.17447 19.48094 -2.523 -1.120 -1.553 -0.007
H 19.78344 26.27881 21.30239 -1.740 -0.757 -1.290 0.143
```
Positions in Å, forces in eV/Å.

As for the total energy: -127062.182 eV. Its HOMO-LUMO gap is 4.51 eV. As for the HOMO energy: -9.3 eV. Its total charge is +1.